# 1
Below is a 11-piece molecular cluster, H22O11 overall, with properties calculated with ωB97M-V/def2-TZVPD.

Each line ends with the natural charge from an NBO analysis.
Geometry (Å):
O 1.14754 -2.99716 0.19877  -0.967
H 0.47696 -3.15389 0.87700  0.464
H 0.62760 -2.59787 -0.52011  0.483
O 1.93934 -1.10894 -1.93323  -0.951
H 2.80095 -0.70201 -2.07259  0.470
H 1.63675 -0.38838 -1.41573  0.478
O -1.05038 2.44493 1.33405  -0.982
H -0.78221 3.01970 2.07921  0.492
H -1.06246 2.97649 0.55839  0.501
O -1.74514 1.20441 -2.24675  -0.933
H -2.20533 1.95597 -1.87872  0.451
H -1.30022 0.73740 -1.55166  0.486
O -0.21982 3.53194 -1.34950  -0.948
H -0.89112 3.11015 -1.89700  0.467
H 0.50136 3.01883 -1.59019  0.480
O 2.39899 2.63676 1.15585  -0.924
H 2.54016 3.38271 1.75196  0.463
H 2.00550 2.00820 1.71952  0.462
O -2.09373 -0.74185 0.94894  -0.961
H -2.36587 0.09723 0.63174  0.491
H -2.06946 -0.64791 1.93684  0.488
O 0.30316 0.40408 0.04595  -1.006
H -0.34715 -0.26715 0.21676  0.498
H -0.02571 1.22116 0.39603  0.498
O -1.17186 -3.60375 1.58832  -0.930
H -1.42822 -2.72416 1.21544  0.484
H -0.62271 -3.34296 2.31246  0.465
O 2.76047 -0.43147 0.81690  -0.989
H 2.45447 -1.32419 0.52040  0.494
H 1.90197 0.01108 0.83694  0.469
O -1.35266 -2.20431 -1.46416  -0.960
H -0.82918 -2.67469 -2.14979  0.489
H -1.93199 -2.85033 -1.07204  0.478

## Properties
- Relative energy (zero: lowest compared OMol25 entry of this formula, charge and spin): 42.8 kcal per mole
- E_HOMO: -10.042 eV
- LUMO level: -0.247 eV
- Orbital gap: 9.796 eV
- Structure (SMILES): O.O.O.O.O.O.O.O.O.O.O


# 2
Below is a 11-piece molecular cluster, H22O11 overall, with properties calculated with ωB97M-V/def2-TZVPD.

Each line ends with the natural charge from an NBO analysis.
Geometry (Å):
O -3.06298 10.17010 3.36680  -0.962
H -3.95088 10.48590 3.09976  0.471
H -2.85328 10.71006 4.11979  0.488
O 0.23293 9.11496 0.71846  -0.936
H 0.27984 9.50811 1.58144  0.479
H 0.29513 9.88774 0.18601  0.453
O 0.22701 9.47945 3.65276  -0.962
H -0.25879 10.11274 4.19230  0.481
H 1.09467 9.61661 4.03728  0.492
O -1.60209 11.80678 5.04927  -0.955
H -1.23876 12.40007 4.39228  0.488
H -2.19745 12.24353 5.60145  0.485
O 2.76373 8.88985 4.28746  -0.969
H 2.89917 8.95420 3.32246  0.503
H 3.40080 8.28485 4.58980  0.491
O 3.97129 10.71921 5.89625  -0.966
H 4.58502 11.39851 5.62665  0.466
H 3.44998 10.47311 5.11583  0.487
O -1.03329 11.49230 1.52916  -0.990
H -1.74797 11.00841 1.98985  0.512
H -1.32263 12.39818 1.43296  0.468
O -1.15040 7.55643 5.04695  -0.966
H -0.86846 8.36518 4.58330  0.489
H -1.70228 7.14238 4.39120  0.474
O 1.12045 6.18140 4.06812  -0.960
H 1.97583 6.29893 4.47575  0.449
H 0.50963 6.77889 4.50755  0.491
O 0.21417 9.85621 6.83032  -0.929
H 0.64581 9.05532 6.53005  0.471
H 0.73492 10.53281 6.44208  0.460
O 2.01726 11.60578 2.08371  -0.956
H 2.53480 12.21971 1.54695  0.470
H 1.22662 11.44875 1.61035  0.483

## Properties
- Relative energy (zero: lowest compared OMol25 entry of this formula, charge and spin): 38.9 kcal per mole
- E_HOMO: -10.466 eV
- LUMO level: -0.186 eV
- Orbital gap: 10.280 eV
- Structure (SMILES): O.O.O.O.O.O.O.O.O.O.O


# 3
Below is a 11-piece molecular cluster, H22O11 overall, with properties calculated with ωB97M-V/def2-TZVPD.

Each line ends with the natural charge from an NBO analysis.
Geometry (Å):
O -2.12516 -0.92972 2.01777  -0.929
H -2.33055 -1.15469 2.94649  0.478
H -1.32569 -0.73379 1.88298  0.473
O -3.53235 -1.37541 -0.33836  -1.008
H -3.05788 -1.15393 0.51349  0.520
H -3.94855 -0.73870 -0.81179  0.462
O 1.09284 2.00512 1.33147  -0.940
H 1.95316 1.96433 1.60891  0.476
H 1.20064 2.59890 0.60548  0.476
O -2.31388 2.56488 -0.12468  -0.928
H -1.73952 2.01145 -0.56383  0.468
H -2.06933 3.45800 -0.56282  0.458
O -0.29415 -0.15731 0.23790  -0.959
H -0.19150 0.05272 -0.71022  0.468
H 0.36139 0.37416 0.59168  0.478
O 0.10114 -1.02451 -3.06349  -0.920
H -0.51604 -1.59447 -2.86896  0.464
H 0.25906 -1.22693 -3.91504  0.470
O 1.39225 -2.09910 1.67336  -1.040
H 1.62785 -1.86083 0.81901  0.475
H 0.94205 -1.38129 2.35107  0.507
O -0.60727 1.68162 -2.69060  -0.967
H -1.54030 1.87931 -2.85386  0.477
H -0.44464 0.79758 -2.71310  0.481
O 2.16746 -1.70978 -0.94775  -0.946
H 2.75072 -2.57117 -0.86920  0.486
H 1.50910 -2.36018 -1.26070  0.494
O 3.76932 0.64878 -0.68831  -0.990
H 3.39577 1.47208 -0.96495  0.458
H 2.95971 -0.14767 -0.64726  0.512
O 0.40016 -0.09827 3.12884  -0.921
H 0.14679 0.11539 3.98534  0.476
H 0.00741 0.69342 2.90114  0.489

## Properties
- Relative energy (zero: lowest compared OMol25 entry of this formula, charge and spin): 127.1 kcal per mole
- E_HOMO: -9.761 eV
- LUMO level: 0.016 eV
- Orbital gap: 9.776 eV
- Structure (SMILES): O.O.O.O.O.O.O.O.O.O.O


# 4
Below is a 11-piece molecular cluster, H22O11 overall, with properties calculated with ωB97M-V/def2-TZVPD.

Each line ends with the natural charge from an NBO analysis.
Geometry (Å):
O -7.56363 -11.09655 4.34685  -0.983
H -8.02100 -10.41754 3.85086  0.500
H -7.32313 -10.67152 5.17010  0.471
O -6.64555 -13.65964 4.02223  -0.943
H -5.86083 -13.30647 3.60306  0.439
H -7.21130 -12.89857 4.15236  0.491
O -11.01776 -9.64394 1.88869  -0.937
H -11.25887 -8.75704 1.62128  0.483
H -10.68616 -10.05371 1.08972  0.489
O -8.76589 -15.32881 3.85069  -0.954
H -9.24459 -15.58586 3.06265  0.463
H -9.39095 -14.80389 4.35067  0.470
O -10.00230 -15.89956 1.53096  -0.946
H -10.31979 -16.60975 0.97324  0.482
H -9.29978 -15.49221 1.02423  0.485
O -9.76833 -12.92534 2.80818  -0.944
H -9.85617 -11.99287 2.61066  0.462
H -10.61381 -13.30277 2.56541  0.498
O -12.10187 -14.86623 4.06137  -0.950
H -11.79391 -15.12764 4.92916  0.482
H -12.51286 -15.65394 3.70524  0.469
O -11.52525 -13.63390 -0.39456  -0.944
H -11.00478 -14.27226 0.09312  0.473
H -11.26946 -13.76320 -1.30784  0.468
O -7.34937 -11.70213 1.26780  -0.949
H -6.58366 -12.14544 1.63302  0.474
H -8.07428 -11.97125 1.83198  0.471
O -9.60210 -13.14330 5.49726  -0.966
H -9.48447 -12.42211 6.11554  0.467
H -9.87486 -12.71963 4.68342  0.487
O -8.57142 -9.04364 2.84391  -0.966
H -9.46567 -9.13008 2.51364  0.485
H -8.53253 -8.15682 3.20207  0.473

## Properties
- Relative energy (zero: lowest compared OMol25 entry of this formula, charge and spin): 48.7 kcal per mole
- E_HOMO: -9.096 eV
- LUMO level: -0.001 eV
- Orbital gap: 9.095 eV
- Structure (SMILES): O.O.O.O.O.O.O.O.O.O.O


# 5
Below is H22O11 as an isolated structure, with properties calculated with ωB97M-V/def2-TZVPD.

Each line ends with the natural charge from an NBO analysis.
Geometry (Å):
O 1.21139 2.84148 0.04800  -1.013
H 0.30739 2.35148 -0.02300  0.519
H 1.16539 3.78148 0.36900  0.481
O 0.06139 -0.61852 2.10100  -0.945
H -0.77461 -0.01052 2.05500  0.451
H 0.72439 -0.14652 1.88000  0.435
O -0.06361 0.10048 0.00500  -0.932
H 0.29739 -0.19852 0.80000  0.462
H 0.52339 0.00548 -0.62900  0.496
O 1.73739 1.50748 2.43300  -0.933
H 2.61339 1.22848 2.33900  0.458
H 1.71839 2.02148 1.73800  0.472
O 0.03339 -3.30752 1.29000  -1.041
H 0.53539 -3.45452 0.52300  0.508
H 0.18839 -2.71452 2.10300  0.525
O -1.35561 2.90848 -0.88900  -0.925
H -1.66761 1.87748 -0.64200  0.481
H -1.67261 3.19248 0.07400  0.454
O 2.13839 -0.07452 -1.60600  -0.951
H 3.02639 -0.39252 -1.07200  0.482
H 2.53439 0.51048 -2.25000  0.481
O -1.83161 -0.44952 -1.22200  -0.991
H -2.55761 -0.66752 -0.47500  0.450
H -1.15161 -0.17052 -0.60600  0.457
O -0.50061 -1.04352 -3.19700  -0.987
H -1.30861 -0.81052 -2.68100  0.500
H -0.13761 -0.22552 -3.48800  0.460
O -1.66761 0.49948 2.46300  -0.838
H -2.31461 0.07148 1.93700  0.485
H -2.23461 1.09348 2.82100  0.503
O 0.13639 -3.51952 -1.75500  -0.993
H -0.29461 -2.59352 -1.68400  0.505
H 0.58039 -3.59352 -2.76000  0.485

## Properties
- Relative energy (zero: lowest compared OMol25 entry of this formula, charge and spin): 209.5 kcal per mole
- E_HOMO: -9.896 eV
- LUMO level: -0.572 eV
- Orbital gap: 9.324 eV


# 6
Below is H22O11 as an isolated structure, with properties calculated with ωB97M-V/def2-TZVPD.

Each line ends with the natural charge from an NBO analysis.
Geometry (Å):
H 0.58617 0.16881 -0.25616  0.476
H -0.91397 0.32567 -0.06898  0.447
H 1.56758 -2.04254 0.87365  0.487
H 2.02554 -1.93585 -0.57167  0.460
H -2.09437 -2.57463 -3.18564  0.454
H -1.77827 -1.48286 -2.17660  0.482
H -2.04338 1.71414 -1.94629  0.477
H -2.66304 1.69246 -0.55863  0.451
H 0.73878 0.25114 1.78655  0.442
H 2.16972 -0.16570 1.48872  0.491
H -3.47272 0.09618 1.20525  0.475
H -4.28769 -1.09815 0.73680  0.495
H -1.20965 4.12441 1.44957  0.457
H -0.78303 4.04126 -0.00684  0.477
H -0.01229 -0.93824 -1.24618  0.473
H 0.17005 -0.72434 -2.73985  0.471
H 4.61287 -0.49588 -1.63345  0.469
H 4.29443 0.96145 -1.34219  0.470
H -2.82704 -1.88994 2.13034  0.486
H -2.51095 -0.90998 3.24830  0.447
H 4.94697 -0.49442 1.46275  0.467
H 4.10498 0.74316 1.19915  0.452
O -0.16837 0.68352 -0.56397  -0.936
O 2.13522 -1.52366 0.29266  -0.923
O -2.31484 -2.27448 -2.29665  -0.981
O -2.50814 2.27237 -1.31276  -0.927
O 1.26053 -0.31286 1.20460  -0.934
O -3.39009 -0.83455 0.96880  -0.947
O -1.44734 4.43623 0.56908  -0.934
O -0.45944 -0.58478 -2.02343  -0.916
O 4.22669 0.07819 -0.96240  -0.939
O -2.97195 -1.73765 3.07098  -0.955
O 5.01704 0.43153 1.20450  -0.915

## Properties
- Relative energy (zero: lowest compared OMol25 entry of this formula, charge and spin): 199.5 kcal per mole
- E_HOMO: -9.395 eV
- LUMO level: -0.335 eV
- Orbital gap: 9.061 eV